Entry 1:
# C5H12NO

A gas-phase ion, C5H12NO (charge +1) (ωB97M-V/def2-TZVPD, the OMol25 dataset).

The geometry in XYZ format:
```
19
Properties=species:S:1:pos:R:3:forces:R:3:mulliken_charge:R:1
C 1.863 -1.328 -1.442 -0.7 2.2 0.2 -0.158
N 0.831 -0.943 -0.777 0.2 -2.2 0.4 0.076
C -0.482 -0.403 -1.171 0.3 0.0 -1.3 -0.669
C -0.563 1.078 -0.839 0.9 -0.6 1.3 -0.597
C -0.282 1.303 0.675 -0.8 0.7 -0.4 -0.612
C -0.859 0.358 1.766 1.1 0.2 0.1 -0.496
O -0.238 -0.944 1.683 0.5 0.0 -0.8 -0.522
H 2.746 -1.375 -0.815 0.2 -1.3 -0.3 0.311
H 1.885 -1.267 -2.522 0.2 0.1 -0.1 0.292
H 0.826 -1.404 0.154 -0.1 1.7 0.5 0.257
H -0.517 -0.542 -2.252 -0.5 -0.2 0.0 0.423
H -1.228 -0.949 -0.616 -0.2 -0.4 -0.1 0.299
H 0.210 1.552 -1.446 -0.2 0.4 0.1 0.279
H -1.526 1.525 -1.050 -0.2 -0.4 -0.5 0.361
H -0.690 2.308 0.845 -0.1 -0.2 0.4 0.391
H 0.777 1.468 0.824 0.4 -0.5 0.3 0.356
H -0.525 0.838 2.696 -0.4 -0.2 0.0 0.369
H -1.931 0.178 1.797 -0.2 0.5 -0.3 0.346
H -0.294 -1.453 2.489 -0.3 0.1 0.4 0.293
```
Positions in Å, forces in eV/Å.

Summary:
2S+1: 1
net charge: +1
SMILES string: C=[NH+]CCCCO



Entry 2:
# C43H48OP

2 unconnected molecules or ions with the total composition C43H48OP (ωB97M-V/def2-TZVPD, the OMol25 dataset).

The geometry in XYZ format:
```
93
Properties=species:S:1:pos:R:3:forces:R:3:mulliken_charge:R:1
C -5.272 0.907 -0.693 -0.2 0.2 0.1 -1.444
C -4.610 -0.255 -1.367 0.3 -0.1 -0.1 0.654
C -4.297 -1.423 -0.669 0.0 0.0 -0.3 -0.429
C -3.473 -2.399 -1.235 0.3 0.4 -0.3 1.230
C -3.217 -3.693 -0.498 0.1 -0.2 0.3 -1.675
C -2.894 -2.136 -2.496 -0.5 -0.3 -0.1 0.439
C -1.701 -2.920 -3.024 -0.7 0.3 -0.3 0.020
C -2.129 -4.256 -3.657 0.3 -0.2 0.0 -1.506
C -0.526 -3.129 -2.042 0.3 -1.0 0.7 -1.185
C -0.042 -1.884 -1.363 0.2 0.4 -3.0 -0.676
C 1.321 -1.512 -1.433 0.3 -0.5 0.1 1.262
C 1.736 -0.271 -2.048 -0.1 0.3 0.4 0.716
C 0.772 0.644 -2.757 -0.1 0.3 0.1 -1.586
C 3.091 0.022 -2.118 0.0 -0.3 -0.1 -0.816
C 4.070 -0.922 -1.779 -0.3 0.4 0.4 0.426
C 5.522 -0.547 -1.838 0.3 -0.3 -0.2 -1.506
C 3.660 -2.192 -1.362 0.2 -0.3 0.3 -0.964
C 2.325 -2.502 -1.148 0.4 -0.1 -0.9 0.882
C 2.008 -3.914 -0.737 0.3 -0.2 0.5 -1.713
C -3.480 -1.150 -3.327 0.6 -0.1 0.7 0.147
C -3.243 -1.094 -4.817 0.2 0.3 -0.1 -1.555
C -4.263 -0.176 -2.719 -0.2 -0.1 0.2 -0.878
H -5.672 1.600 -1.442 0.0 -0.1 0.2 0.389
H -6.090 0.578 -0.042 0.1 0.1 -0.1 0.378
H -4.554 1.467 -0.074 -0.2 -0.2 -0.2 0.158
H -4.674 -1.573 0.344 0.0 0.0 -0.2 0.371
H -3.344 -4.576 -1.142 0.0 0.4 0.2 0.258
H -2.206 -3.733 -0.074 -0.3 -0.1 -0.1 0.305
H -3.906 -3.792 0.354 0.1 0.0 -0.3 0.378
H -1.282 -2.312 -3.842 -0.1 -0.1 0.2 0.531
H -2.992 -4.103 -4.316 0.2 0.0 0.2 0.341
H -1.309 -4.671 -4.258 -0.2 0.0 0.1 0.383
H -2.403 -4.989 -2.888 0.1 0.1 -0.3 0.335
H -0.737 -3.906 -1.281 -0.2 0.2 -0.4 0.617
H 0.282 -3.549 -2.664 -0.1 0.2 0.5 0.762
H -0.797 -1.107 -1.254 0.2 0.3 0.2 0.660
H 1.309 1.501 -3.183 -0.1 -0.3 0.2 0.506
H 0.253 0.151 -3.597 0.2 0.0 0.4 0.242
H 0.021 1.039 -2.069 -0.1 -0.1 0.1 0.126
H 3.411 0.993 -2.505 -0.2 -0.3 0.0 0.404
H 6.155 -1.408 -1.584 -0.1 0.3 -0.1 0.369
H 5.784 -0.215 -2.852 0.0 0.0 0.2 0.424
H 5.773 0.278 -1.150 -0.3 -0.3 -0.2 0.357
H 4.423 -2.966 -1.188 -0.4 0.4 0.0 0.382
H 2.907 -4.365 -0.297 -0.3 0.1 0.0 0.551
H 1.212 -3.966 0.011 0.1 -0.1 -0.1 0.274
H 1.734 -4.557 -1.587 0.0 0.4 0.2 0.320
H -3.918 -0.351 -5.258 0.2 -0.2 0.1 0.450
H -2.217 -0.781 -5.060 -0.2 -0.1 0.0 0.289
H -3.437 -2.055 -5.314 0.1 0.3 0.2 0.248
H -4.593 0.680 -3.316 0.0 -0.3 0.2 0.318
C -1.162 -1.789 1.274 -0.7 -0.2 0.1 -0.270
C -0.714 -0.357 1.180 0.2 1.3 0.2 1.492
C -0.148 0.087 2.372 -0.3 1.1 1.0 -1.817
P 0.570 1.681 2.578 0.1 -0.5 -0.4 2.533
C 2.355 1.413 2.710 0.3 0.0 0.3 -0.262
C 2.958 0.752 1.630 0.3 0.0 0.3 0.306
C 4.315 0.446 1.678 -0.2 0.3 0.3 -0.501
C 5.074 0.826 2.796 -0.3 0.0 0.0 -0.829
C 4.469 1.476 3.878 0.1 -0.2 -0.3 -0.701
C 3.100 1.747 3.853 0.0 0.0 -0.5 -0.604
C 0.316 2.794 1.173 -0.1 0.2 -0.4 0.242
C 1.378 3.520 0.615 -0.2 0.0 0.1 -0.358
C 1.128 4.459 -0.390 -0.2 0.0 0.1 -0.784
C -0.177 4.686 -0.830 0.1 -0.1 0.0 -0.563
C -1.231 3.916 -0.326 0.2 -0.1 0.2 -0.610
C -0.983 2.967 0.663 0.1 0.3 0.1 -0.355
C 0.130 2.623 4.063 -0.3 0.2 0.5 0.058
C 0.294 4.024 4.076 0.0 -0.3 0.1 -0.183
C 0.074 4.747 5.250 -0.1 -0.3 0.0 -0.751
C -0.351 4.084 6.406 0.0 -0.1 -0.2 -0.438
C -0.530 2.697 6.397 0.1 0.0 -0.2 -0.711
C -0.281 1.962 5.235 0.2 0.4 -0.2 -0.251
O -0.838 0.344 0.133 0.1 -1.4 0.3 -0.509
H -1.124 -2.173 2.308 0.1 0.1 -0.5 0.628
H -2.196 -1.853 0.916 0.4 -0.1 -0.1 -0.252
H -0.494 -2.418 0.664 -0.2 -0.1 0.0 -0.340
H -0.340 -0.483 3.289 0.5 0.2 -0.4 0.307
H 2.350 0.477 0.764 0.2 0.0 0.2 0.167
H 4.779 -0.087 0.851 0.0 0.1 0.2 0.373
H 6.138 0.597 2.821 -0.2 0.1 0.0 0.404
H 5.064 1.769 4.742 -0.2 -0.1 -0.2 0.400
H 2.619 2.228 4.705 0.1 -0.1 -0.3 0.334
H 2.399 3.364 0.966 -0.3 0.1 -0.1 0.442
H 1.960 5.020 -0.818 -0.2 -0.1 0.1 0.462
H -0.380 5.459 -1.574 0.1 -0.3 0.2 0.406
H -2.249 4.048 -0.695 0.3 0.0 0.1 0.446
H -1.802 2.353 1.029 0.2 0.2 0.0 0.322
H 0.603 4.546 3.169 -0.1 -0.1 0.2 0.353
H 0.232 5.826 5.261 -0.1 -0.3 0.0 0.408
H -0.548 4.654 7.317 0.1 -0.2 -0.3 0.383
H -0.860 2.180 7.299 0.1 0.2 -0.2 0.403
H -0.390 0.877 5.228 -0.1 0.3 0.1 0.256
```
Positions in Å, forces in eV/Å.

Summary:
2S+1: 1
net charge: +1



Entry 3:
# C21H24N2O4

A single C21H24N2O4 molecule (ωB97M-V/def2-TZVPD, the OMol25 dataset).

The geometry in XYZ format:
```
51
Properties=species:S:1:pos:R:3:forces:R:3:mulliken_charge:R:1
C 0.254 4.953 6.127 0.0 0.1 -0.1 -1.100
C 0.937 5.697 4.977 0.1 -0.1 0.0 -0.454
C 1.801 4.732 4.199 0.3 0.6 0.5 0.602
O 2.980 4.579 4.356 -0.1 -0.1 0.0 -0.539
O 1.036 4.038 3.336 -0.4 -0.3 -0.4 -0.330
C 1.535 3.040 2.513 0.1 -0.4 -0.2 0.511
C 2.812 3.047 1.970 0.0 0.3 0.1 -0.322
C 3.191 2.019 1.126 -0.2 -0.2 -0.1 -0.663
C 2.302 1.004 0.793 0.1 0.0 0.4 -0.091
C 2.763 -0.124 -0.071 0.0 0.1 0.1 -0.013
O 3.829 -0.674 0.110 0.1 0.0 0.0 -0.642
N 1.901 -0.563 -1.035 0.2 -0.7 -0.2 -0.063
C 0.768 0.041 -1.556 -0.4 0.2 -0.3 -0.275
C 0.657 1.429 -1.649 0.0 0.0 -0.1 -0.197
C -0.466 2.011 -2.199 0.0 -0.1 0.0 -0.671
C -1.493 1.222 -2.693 -0.1 0.0 0.0 -0.878
C -1.388 -0.154 -2.626 0.1 0.1 0.0 -0.413
C -0.276 -0.763 -2.050 0.2 0.3 0.0 0.619
C -0.156 -2.249 -2.004 -0.2 0.1 0.1 0.659
O 0.915 -2.827 -2.124 0.2 -0.1 -0.1 -0.779
N -1.313 -2.909 -1.792 -0.4 0.0 0.1 -0.158
C -1.396 -4.350 -1.781 0.1 -0.2 -0.4 -1.271
C -2.070 -4.916 -3.039 -0.1 -0.1 0.2 0.963
C -1.957 -6.438 -3.032 0.1 0.3 -0.1 -1.597
C -3.534 -4.489 -3.121 0.3 0.0 -0.1 -1.399
C 1.026 1.002 1.353 0.2 0.0 0.0 0.115
C 0.646 2.013 2.209 0.1 0.3 0.2 -0.616
H -0.354 5.642 6.707 -0.1 0.0 0.1 0.339
H 0.999 4.509 6.783 0.0 0.0 0.1 0.325
H -0.385 4.164 5.740 -0.1 -0.1 0.0 0.302
H 1.575 6.488 5.371 0.0 -0.1 -0.1 0.317
H 0.186 6.123 4.312 0.0 0.0 0.0 0.255
H 3.506 3.834 2.213 0.0 0.0 0.0 0.429
H 4.186 2.000 0.709 0.1 0.0 0.0 0.429
H 2.092 -1.491 -1.419 0.0 0.2 0.1 0.275
H 1.472 2.048 -1.308 0.0 0.1 0.0 0.515
H -0.530 3.087 -2.266 0.0 0.1 0.0 0.416
H -2.362 1.677 -3.143 -0.1 0.0 -0.1 0.407
H -2.169 -0.763 -3.057 -0.1 -0.1 0.0 0.557
H -2.167 -2.389 -1.680 0.2 0.1 0.0 0.322
H -0.368 -4.717 -1.719 -0.1 0.0 0.1 0.434
H -1.945 -4.671 -0.889 0.0 0.0 0.0 0.422
H -1.536 -4.525 -3.912 0.0 0.0 0.1 0.179
H -2.411 -6.856 -3.928 0.0 -0.1 -0.1 0.418
H -2.467 -6.852 -2.164 -0.1 -0.1 0.1 0.337
H -0.915 -6.745 -2.999 0.1 -0.1 0.0 0.394
H -3.628 -3.409 -3.204 -0.1 0.1 0.0 0.291
H -4.076 -4.819 -2.236 -0.1 0.0 0.1 0.317
H -4.006 -4.933 -3.994 -0.1 0.0 -0.1 0.423
H 0.338 0.201 1.130 -0.1 0.0 0.0 0.449
H -0.337 2.025 2.653 -0.1 0.0 0.1 0.449
```
Positions in Å, forces in eV/Å.

Summary:
2S+1: 1
net charge: 0
SMILES string: CCC(=O)Oc1ccc(C(=O)Nc2ccccc2C(=O)NCC(C)C)cc1



Entry 4:
# C12H20F2NO8P

3 unconnected molecules or ions with the total composition C12H20F2NO8P (ωB97M-V/def2-TZVPD, the OMol25 dataset).

The geometry in XYZ format:
```
44
Properties=species:S:1:pos:R:3:forces:R:3:mulliken_charge:R:1
O -1.475 0.953 -3.074 0.2 -0.1 -0.1 -0.428
C -2.341 1.712 -3.331 -0.2 0.0 0.1 0.601
O -3.425 1.425 -4.094 -0.1 0.1 0.0 -0.324
C -4.317 2.544 -4.043 -0.1 -0.1 -0.1 -0.423
C -3.382 3.672 -3.669 0.0 0.0 0.2 0.298
F -3.989 4.610 -2.902 0.0 -0.1 0.0 -0.284
O -2.394 3.007 -2.906 0.1 0.1 -0.3 -0.279
H -5.066 2.380 -3.267 0.0 0.1 0.1 0.279
H -4.809 2.687 -5.001 0.1 -0.1 -0.1 0.255
H -2.907 4.166 -4.518 0.0 0.1 0.0 0.287
O 4.231 -0.479 0.203 0.0 0.2 -0.1 -0.426
C 4.250 -1.620 0.498 0.0 -0.1 0.2 0.537
O 5.370 -2.347 0.742 -0.1 -0.1 0.0 -0.357
C 4.975 -3.637 1.217 0.2 -0.1 0.0 -0.458
C 3.570 -3.757 0.672 -0.1 0.1 0.2 0.290
F 2.757 -4.468 1.492 0.0 0.1 0.0 -0.273
O 3.142 -2.409 0.642 0.1 -0.1 -0.3 -0.173
H 4.975 -3.641 2.308 -0.1 0.0 0.0 0.283
H 5.650 -4.405 0.850 0.1 0.1 -0.1 0.267
H 3.507 -4.175 -0.334 -0.1 -0.1 0.0 0.282
C -1.708 -0.612 -0.243 -0.1 -0.5 -0.1 -0.603
C -0.450 -1.122 -0.946 -0.3 0.3 0.1 -0.565
C 0.723 -0.129 -1.045 0.1 -0.1 0.6 -0.028
N 0.516 1.122 -0.277 0.0 -0.3 0.1 -0.325
P 1.098 0.958 1.354 0.8 0.6 -0.1 -0.155
C -0.129 1.891 2.367 -0.4 -0.8 0.4 -0.711
C -0.207 1.191 3.732 0.4 -0.1 -0.2 -0.595
C -1.117 -0.007 3.670 -2.0 -0.1 -0.7 0.578
O -2.182 -0.035 3.060 2.0 -0.1 1.0 -0.553
O -0.650 -1.083 4.365 0.5 0.6 -0.4 -0.484
H -2.285 -1.464 0.111 -0.1 -0.1 0.1 0.335
H -2.347 -0.083 -0.936 -0.1 0.4 0.0 0.080
H -1.506 0.006 0.620 0.0 0.2 0.1 -0.007
H -0.123 -2.025 -0.439 0.2 -0.1 0.1 0.365
H -0.738 -1.405 -1.953 0.0 -0.2 -0.2 0.329
H 0.959 0.106 -2.074 -0.2 0.3 -0.2 0.495
H 1.606 -0.629 -0.652 0.3 -0.2 -0.1 -0.315
H 1.091 1.837 -0.697 0.0 0.2 -0.2 0.338
H 0.701 -0.372 1.627 -0.5 0.1 -0.1 -0.013
H -1.107 1.885 1.897 -0.1 0.2 -0.1 0.466
H 0.214 2.902 2.540 0.1 0.3 -0.3 0.407
H -0.503 1.876 4.519 -0.3 0.0 0.2 0.379
H 0.791 0.845 3.998 0.1 -0.1 0.2 0.277
H -0.970 -1.870 3.918 -0.5 -0.3 0.1 0.350
```
Positions in Å, forces in eV/Å.

Summary:
2S+1: 1
net charge: 0
SMILES string: O=C1OC[C@@H](F)O1.O=C1OC[C@@H](F)O1.CCCNPCCC(=O)O



no.,highest occupied orbital energy (eV),lowest unoccupied orbital energy (eV)
1,-14.6,-5.04
2,-10.1,-4.80
3,-8.6,0.52
4,-7.6,0.67